A 2-piece molecular cluster, C16H35BO3P overall, computed with ωB97M-V/def2-TZVPD.

Last column: natural (NBO) charge in e.
Geometry (Å):
C: 6.4364 -3.7493 0.4829  -0.28
C: 5.8952 -3.6062 -0.7158  -0.33
C: 4.7612 -2.7025 -1.0091  0.76
O: 4.2774 -2.5605 -2.1016  -0.56
O: 4.2944 -2.0290 0.0851  -0.54
C: 2.8741 -1.9232 0.1834  -0.07
C: 2.5595 -0.7524 1.0934  -0.42
C: 1.0874 -0.6208 1.5113  -0.39
C: 0.2663 -1.9047 1.6241  -0.41
C: -1.2291 -1.5657 1.7943  -0.40
C: -2.0449 -1.7475 0.4951  -0.70
P: -3.1317 -3.1849 0.5086  0.67
B: -4.3215 -3.2584 -1.1068  0.86
C: -5.7923 -3.6977 -1.0196  -1.06
O: -3.6469 -2.9361 -2.2332  -0.90
H: 6.1904 -3.0868 1.3009  0.21
H: 7.1579 -4.5337 0.6692  0.21
H: 6.2758 -4.1445 -1.5736  0.23
H: 2.4629 -1.7778 -0.8176  0.20
H: 2.4959 -2.8690 0.5834  0.17
H: 3.2153 -0.8145 1.9631  0.22
H: 2.8484 0.1556 0.5620  0.22
H: 1.0716 -0.1437 2.4941  0.22
H: 0.5721 0.0717 0.8368  0.19
H: 0.3949 -2.5303 0.7370  0.19
H: 0.5891 -2.4870 2.4884  0.22
H: -1.3285 -0.5237 2.0979  0.24
H: -1.6494 -2.1584 2.6091  0.21
H: -2.6975 -0.8880 0.3169  0.26
H: -1.4003 -1.8518 -0.3811  0.27
H: -2.3319 -4.3322 0.4917  0.07
H: -3.8222 -3.2123 1.7212  0.06
H: -6.2797 -3.5146 -0.0625  0.26
H: -6.3560 -3.2063 -1.8153  0.28
H: -5.8562 -4.7749 -1.2249  0.30
H: -3.5189 -2.0142 -2.4783  0.54
C: 0.3125 6.0904 -1.8562  -0.61
C: -0.6752 5.8081 -0.7291  -0.40
C: -0.1034 4.9197 0.3752  -0.40
C: 0.3182 3.5216 -0.0817  -0.40
C: -0.7910 2.7016 -0.7378  -0.40
C: -1.9676 2.4180 0.1924  -0.61
H: 0.6119 5.1772 -2.3736  0.20
H: -0.1232 6.7570 -2.6005  0.22
H: 1.2157 6.5676 -1.4708  0.21
H: -1.5831 5.3580 -1.1419  0.19
H: -0.9867 6.7543 -0.2809  0.21
H: -0.8364 4.8375 1.1828  0.20
H: 0.7679 5.4146 0.8137  0.21
H: 0.7005 2.9722 0.7863  0.20
H: 1.1563 3.6003 -0.7782  0.21
H: -0.3662 1.7487 -1.0719  0.19
H: -1.1505 3.2025 -1.6397  0.21
H: -1.6334 1.8905 1.0916  0.19
H: -2.7223 1.8014 -0.3037  0.19
H: -2.4634 3.3340 0.5136  0.22

Atomic forces in eV per Å
C 0.0877 -0.0417 0.1800
C 0.0962 0.2086 -0.2081
C 0.0659 0.5486 -0.1426
O -0.0754 -0.2940 0.1438
O 0.1611 -0.4644 0.1312
C -0.0770 0.2356 -0.2437
C 0.0907 -0.0283 -0.1365
C 0.1487 0.1018 0.0615
C -0.2233 0.1010 0.0926
C 0.1890 -0.1304 -0.0181
C -0.0767 0.2740 0.1576
P 0.0480 -0.0182 -0.2301
B -0.0250 0.0312 -0.2618
C -0.0352 0.0142 -0.0441
O -0.2325 0.1503 0.3467
H -0.2812 -0.1934 0.0985
H 0.2417 0.2032 -0.0646
H -0.2489 -0.2016 0.0032
H -0.0890 -0.0071 0.0212
H 0.0725 0.0071 0.0399
H -0.0959 -0.1080 0.0784
H 0.0724 0.0521 0.0958
H -0.1196 0.1305 -0.0548
H 0.0095 -0.0864 -0.1001
H 0.0125 -0.0621 0.0628
H 0.1580 -0.0562 -0.0989
H -0.0185 -0.0006 0.0575
H -0.1145 0.0044 -0.0378
H 0.0147 0.0047 -0.0331
H -0.0165 0.0405 -0.0060
H -0.0152 -0.0657 0.1774
H 0.0375 -0.0869 0.0705
H 0.0432 -0.0685 0.0330
H -0.0409 -0.0437 -0.0014
H 0.0111 0.0016 0.0469
H 0.2143 -0.0541 -0.2363
C -0.0412 -0.0039 -0.0086
C 0.0461 0.0201 0.0002
C -0.0221 -0.0143 0.0100
C 0.0261 0.0086 0.0039
C -0.0116 -0.1249 0.0645
C 0.0048 -0.0455 -0.0489
H 0.0073 -0.0004 0.0022
H 0.0070 0.0080 0.0031
H 0.0115 -0.0191 -0.0016
H -0.0121 0.0018 0.0167
H -0.0170 -0.0014 -0.0092
H 0.0037 -0.0102 0.0032
H -0.0019 0.0081 -0.0066
H -0.0086 -0.0102 -0.0040
H -0.0018 0.0121 -0.0013
H 0.0109 0.0140 -0.0361
H 0.0150 0.0185 0.0011
H 0.0024 0.0347 0.0199
H -0.0115 0.0076 -0.0010
H 0.0031 -0.0018 0.0121

Its total charge is +1. The max |F| comes out at 0.57 eV/A. For the electronic energy, the calculation gives -1222.32181 hartree.


A 2-piece molecular cluster, C2HBr2ClO overall in a non-equilibrium geometry, computed with ωB97M-V/def2-TZVPD.

Last column: natural (NBO) charge in e.
Geometry (Å):
C: -0.4652 -0.5165 0.9787  0.43
C: 0.5362 0.3320 -0.6537  -0.44
O: -0.2685 -0.1556 2.0576  -0.45
Cl: -1.4210 -1.7490 0.2213  -0.02
Br: 1.5251 1.6494 0.3786  0.13
Br: -0.8345 0.9768 -1.7939  0.13
H: 0.9279 -0.5371 -1.1887  0.22

Atomic forces in eV per Å
C -1.0616 0.8943 3.0716
C 1.6158 2.4687 -3.3592
O -0.1343 -0.7529 0.6185
Cl -1.0969 -1.9920 -0.4696
Br -0.4552 -1.1870 -1.2814
Br 0.3774 0.2389 0.5650
H 0.7548 0.3298 0.8551

The expectation value of S² is 2.010. Its total charge is 0. The max |F| comes out at 4.47 eV/A. As for the energy above the lowest of the compared OMol25 structures with the same formula, charge and spin: 29.1 kcal/mol. Its spin multiplicity is 3.


C22H26BN7O4Pt as an isolated structure, computed with ωB97M-V/def2-TZVPD.

Last column: natural (NBO) charge in e.
Geometry (Å):
Pt: -0.3763 -0.0139 -0.4585  1.04
C: -0.2444 3.0925 -2.1360  -0.65
C: -0.2702 3.0665 -0.6464  0.19
C: -0.2227 4.1125 0.2818  -0.34
C: -0.2536 3.5139 1.5318  0.21
C: -0.2296 4.1276 2.8901  -0.64
N: -0.3184 2.1866 1.3449  -0.31
N: -0.3322 1.9225 0.0220  -0.29
B: -0.3829 0.9713 2.3040  0.52
N: 0.9018 0.1178 2.0502  -0.34
N: 1.3531 -0.1595 0.7849  -0.38
C: 2.4159 -0.9458 0.8886  0.21
C: 3.0957 -1.4793 -0.3240  -0.65
C: 2.6970 -1.1558 2.2436  -0.35
C: 1.7190 -0.4745 2.9419  0.22
C: 1.5347 -0.3669 4.4181  -0.64
N: -1.7257 0.2201 2.0013  -0.34
N: -2.1051 -0.0990 0.7264  -0.35
C: -3.2647 -0.7343 0.7759  0.20
C: -3.9014 -1.2627 -0.4611  -0.64
C: -3.6807 -0.8049 2.1121  -0.35
C: -2.6865 -0.1944 2.8516  0.22
C: -2.6211 0.0172 4.3269  -0.64
H: -0.3894 4.1069 -2.5013  0.23
H: -1.0321 2.4592 -2.5474  0.23
H: 0.7151 2.7297 -2.5110  0.23
H: -0.1739 5.1668 0.0706  0.23
H: -0.1711 5.2105 2.8034  0.23
H: 0.6304 3.7802 3.4632  0.23
H: -1.1289 3.8745 3.4522  0.23
H: -0.3944 1.3273 3.4435  -0.02
H: 2.8592 -0.8600 -1.1894  0.23
H: 2.7598 -2.4975 -0.5310  0.25
H: 4.1763 -1.4990 -0.1890  0.23
H: 3.5092 -1.7279 2.6592  0.23
H: 2.3383 -0.9018 4.9200  0.23
H: 0.5872 -0.8057 4.7320  0.22
H: 1.5472 0.6712 4.7506  0.23
H: -3.3620 -0.9017 -1.3361  0.23
H: -4.9437 -0.9511 -0.5296  0.22
H: -3.8679 -2.3523 -0.4713  0.24
H: -4.5884 -1.2441 2.4898  0.23
H: -3.5043 -0.4168 4.7910  0.23
H: -2.5862 1.0780 4.5767  0.23
H: -1.7398 -0.4540 4.7615  0.22
O: 0.2723 -3.8905 -1.5910  -0.62
C: 0.1267 -2.6887 -1.6888  0.77
O: -0.4698 -1.9866 -0.7687  -0.75
C: 0.6160 -2.0101 -2.9637  -0.18
C: 0.5570 -0.6516 -3.2408  -0.09
C: 1.0197 -0.1355 -4.4469  -0.24
C: 1.5508 -0.9756 -5.4073  -0.17
C: 1.6071 -2.3287 -5.1196  0.00
C: 1.1557 -2.8567 -3.9296  -0.14
N: 2.1766 -3.2414 -6.1336  0.53
O: 2.2206 -4.4232 -5.8698  -0.36
O: 2.5633 -2.7476 -7.1751  -0.38
H: 0.1720 0.0822 -2.5249  0.17
H: 0.9630 0.9286 -4.6343  0.22
H: 1.9152 -0.6084 -6.3547  0.25
H: 1.2111 -3.9161 -3.7289  0.28

Atomic forces in eV per Å
Pt -0.0342 0.0655 -0.0287
C 0.0056 0.0008 0.0105
C -0.0242 0.0182 -0.0087
C 0.0125 -0.0275 0.0184
C -0.0109 0.0154 0.0149
C 0.0024 0.0003 -0.0115
N -0.0272 -0.0646 -0.0017
N 0.0262 0.0073 0.0389
B -0.0134 0.0071 -0.0839
N 0.0072 -0.0277 0.0106
N 0.0686 -0.0716 0.0574
C -0.0297 0.0777 0.0022
C -0.0149 -0.0055 0.0124
C 0.0262 -0.0135 -0.0100
C 0.0217 -0.0010 0.0144
C -0.0047 -0.0004 -0.0030
N -0.0078 0.0107 0.0628
N 0.0405 0.0284 -0.0104
C 0.0151 -0.0103 -0.0310
C -0.0086 0.0065 0.0027
C -0.0090 0.0015 -0.0121
C 0.0019 0.0056 -0.0070
C -0.0021 0.0028 -0.0061
H -0.0024 -0.0013 -0.0031
H -0.0005 0.0000 0.0007
H -0.0014 0.0003 -0.0011
H 0.0037 0.0014 -0.0035
H 0.0005 -0.0001 -0.0017
H -0.0014 0.0019 0.0015
H 0.0005 0.0006 0.0020
H -0.0009 0.0265 -0.0041
H 0.0041 -0.0053 -0.0106
H 0.0059 -0.0011 -0.0038
H 0.0016 -0.0029 -0.0009
H -0.0060 -0.0004 0.0103
H -0.0035 0.0047 0.0109
H 0.0026 -0.0032 0.0018
H 0.0034 -0.0016 -0.0055
H -0.0035 -0.0018 -0.0042
H 0.0015 -0.0040 0.0046
H 0.0091 -0.0016 0.0005
H 0.0000 0.0017 0.0032
H 0.0043 0.0009 0.0078
H -0.0008 0.0000 -0.0041
H -0.0002 -0.0054 -0.0014
O 0.0172 0.0017 -0.0221
C -0.1036 -0.0129 0.0929
O 0.0640 0.0253 -0.0594
C 0.0257 -0.0659 -0.0196
C 0.0887 0.1600 -0.0793
C 0.0132 -0.0139 0.0220
C -0.0018 -0.0059 -0.0082
C 0.0122 0.0064 -0.0027
C -0.0056 -0.0072 0.0225
N -0.0333 0.0121 -0.0207
O 0.0110 -0.0028 0.0131
O 0.0109 0.0021 0.0081
H -0.1574 -0.1288 0.0285
H -0.0005 0.0008 -0.0002
H 0.0012 -0.0063 -0.0007
H 0.0002 0.0000 -0.0049

Its total charge is 0. The max |F| comes out at 0.21 eV/A. As for the energy above the lowest of the compared OMol25 structures with the same formula, charge and spin: 13.1 kcal/mol.


A 9-piece molecular cluster, H18O9 overall in a non-equilibrium geometry, computed with ωB97M-V/def2-TZVPD.

Last column: natural (NBO) charge in e.
Geometry (Å):
O: 2.7892 -0.0187 0.0892  -1.00
H: 3.7372 -0.2517 0.1562  0.48
H: 2.7182 0.9003 0.3222  0.51
O: -0.8238 -1.1127 -3.2108  -0.95
H: -1.3128 -0.7787 -2.4628  0.49
H: -1.1588 -2.0417 -3.2628  0.46
O: -0.1778 2.7913 1.4822  -0.95
H: -0.4678 2.2573 0.6952  0.52
H: -0.3948 2.2473 2.1932  0.47
O: -2.4878 -1.6427 -0.4858  -0.98
H: -2.7458 -2.5437 -0.5188  0.47
H: -2.7988 -1.2627 0.2982  0.50
O: -0.5348 0.9313 -0.5238  -1.00
H: 0.1702 0.7533 -1.1428  0.51
H: -0.8208 0.0543 -0.1658  0.49
O: -0.1788 -1.2437 1.3812  -0.96
H: 0.6512 -0.9477 1.7512  0.50
H: 0.1492 -1.6457 0.5712  0.49
O: 1.6942 0.3283 -2.2908  -0.98
H: 2.0792 0.0283 -1.4888  0.49
H: 1.5102 -0.4837 -2.7738  0.48
O: 2.2402 2.3603 0.7982  -0.99
H: 2.3072 3.0543 0.1122  0.48
H: 1.3162 2.4603 1.1162  0.50
O: -2.6978 -1.1787 2.2152  -1.00
H: -1.7338 -1.4167 2.1252  0.51
H: -3.0278 -1.5967 3.0202  0.48

Atomic forces in eV per Å
O 1.2146 -2.5559 -0.1116
H -0.8526 0.1838 -0.0680
H -0.3081 1.7382 0.5575
O -0.1610 -1.6588 -0.3929
H -0.3314 0.4467 0.5473
H 0.4769 1.1448 -0.1082
O -0.0844 0.9382 -2.3023
H 0.0561 0.2243 0.3206
H -0.7030 -1.3178 2.0850
O 1.5275 0.4342 -2.6458
H -0.4752 -1.0899 0.2260
H -1.0342 0.6123 2.2109
O -1.2391 -0.7103 0.9103
H 0.7636 -0.1302 -0.8018
H 0.3604 1.1436 -0.3790
O 0.4856 -0.3148 -0.2412
H 0.3668 0.4588 0.5134
H -0.3725 -0.3261 -0.2969
O -0.9535 0.3644 -1.5424
H 1.1311 -0.3708 1.6179
H -0.3619 0.1338 -0.2832
O 0.6969 0.9567 -0.7894
H 0.1053 -0.5504 0.5205
H -0.0594 0.1469 0.2403
O 0.7438 -0.3038 0.2550
H -1.0948 0.3057 0.1963
H 0.1025 0.0963 -0.2383

Its total charge is 0. The max |F| comes out at 3.09 eV/A. The SMILES is O.O.O.O.O.O.O.O.O. As for the energy above the lowest of the compared OMol25 structures with the same formula, charge and spin: 34.1 kcal/mol.


C32H24BrF3FeN4O4 as an isolated structure, computed with ωB97M-V/def2-TZVPD.

Last column: natural (NBO) charge in e.
Geometry (Å):
Fe: 0.0194 0.0127 0.0047  0.95
O: -6.7430 -0.1422 -0.5288  -0.72
C: -6.1179 1.1011 -0.3054  -0.10
C: -4.6338 0.8909 -0.2253  0.05
C: -3.7763 1.9666 -0.0515  -0.23
C: -2.4198 1.7386 0.0066  0.07
N: -1.8830 0.5187 -0.0884  -0.42
C: -2.7030 -0.5254 -0.2686  0.17
C: -4.0733 -0.3718 -0.3355  -0.18
C: -2.0255 -1.8346 -0.4040  0.24
C: -2.6797 -3.0230 -0.6319  -0.21
C: -1.9494 -4.1994 -0.7682  0.04
C: -2.6723 -5.5081 -0.9795  -0.09
O: -3.5634 -5.7823 0.0874  -0.70
C: -0.5738 -4.1221 -0.6717  -0.22
C: 0.0236 -2.8918 -0.4491  0.08
N: -0.6894 -1.7794 -0.3090  -0.40
H: -7.6936 -0.0146 -0.6101  0.49
H: -6.4553 1.5609 0.6299  0.19
H: -6.3226 1.8115 -1.1129  0.20
H: -4.1532 2.9778 0.0344  0.24
H: -1.7276 2.5625 0.1180  0.22
H: -4.7167 -1.2252 -0.4838  0.25
H: -3.7584 -3.0516 -0.7024  0.24
H: -1.9543 -6.3163 -1.1332  0.18
H: -3.2940 -5.4385 -1.8715  0.21
H: -3.0569 -6.0042 0.8757  0.47
H: 0.0423 -5.0053 -0.7777  0.24
H: 1.0978 -2.7786 -0.3976  0.25
O: 3.2749 -1.3560 1.6207  -0.57
C: 2.1746 -0.9458 1.3546  0.74
O: 1.7233 -0.6448 0.1661  -0.67
C: 1.1304 -0.7371 2.4363  0.10
C: 1.3928 -0.9520 3.7727  -0.19
C: 0.3822 -0.7300 4.6929  -0.13
C: -0.8569 -0.3148 4.2340  -0.22
C: -1.0385 -0.1272 2.8768  0.04
N: -0.0567 -0.3246 1.9895  -0.48
H: 2.3829 -1.2881 4.0498  0.27
H: 0.5504 -0.8814 5.7511  0.24
H: -1.6749 -0.1310 4.9164  0.24
H: -1.9929 0.1949 2.4774  0.21
F: 1.1677 1.6850 -9.1652  -0.32
C: 0.4262 0.6332 -8.7808  0.97
F: 0.9424 -0.4528 -9.3670  -0.32
F: -0.7993 0.8209 -9.2995  -0.32
C: 0.3758 0.5110 -7.2845  -0.14
C: 0.8375 -0.6253 -6.6430  -0.17
C: 0.7672 -0.7100 -5.2610  -0.19
C: 0.2339 0.3379 -4.5131  -0.14
C: -0.2180 1.4817 -5.1748  -0.14
C: -0.1478 1.5678 -6.5525  -0.18
C: 0.1520 0.2411 -3.0779  -0.02
C: 0.0875 0.1631 -1.8721  -0.27
H: 1.2499 -1.4410 -7.2199  0.24
H: 1.1300 -1.5902 -4.7472  0.22
H: -0.6243 2.3005 -4.5952  0.21
H: -0.4980 2.4552 -7.0646  0.23
Br: 0.7784 4.6570 3.3237  0.12
C: 1.0964 3.8065 1.6749  -0.12
C: 1.8675 4.4054 0.6957  -0.16
C: 2.0618 3.7058 -0.4793  -0.22
C: 1.4855 2.4574 -0.6405  0.08
N: 0.7266 1.8887 0.3055  -0.44
C: 0.5478 2.5601 1.4502  0.01
H: 2.3001 5.3843 0.8521  0.25
H: 2.6645 4.1194 -1.2756  0.25
H: 1.6265 1.8784 -1.5413  0.25
H: -0.0610 2.0992 2.2141  0.22

Atomic forces in eV per Å
Fe -0.4702 0.3969 -0.2910
O -0.0315 0.0461 0.0089
C -0.0085 -0.0826 0.0035
C -0.0610 -0.1359 -0.0329
C 0.0868 0.0980 0.0208
C 0.1945 0.2222 0.0107
N -0.2736 -0.0186 0.1607
C -0.0102 -0.2581 -0.0631
C -0.2459 -0.0886 -0.0480
C -0.1392 0.0823 0.0206
C -0.2346 -0.0971 -0.0121
C -0.1175 -0.0377 0.0333
C -0.0514 0.0214 0.0544
O 0.0085 0.0535 -0.0359
C 0.0761 0.0253 -0.0448
C 0.1506 0.0280 -0.0601
N -0.0426 -0.1694 -0.0393
H 0.0413 -0.0024 0.0037
H -0.0041 0.0069 0.0269
H -0.0079 0.0028 -0.0364
H 0.0306 -0.0067 -0.0193
H -0.0083 -0.0486 0.0130
H -0.0285 0.0373 0.0092
H 0.0215 -0.0486 0.0069
H 0.0205 -0.0184 0.0153
H 0.0135 -0.0149 -0.0444
H 0.0016 -0.0283 -0.0067
H 0.0211 0.0281 0.0077
H -0.0112 0.0227 0.0092
O 0.0229 -0.0684 0.0547
C -0.0573 0.2624 -0.0559
O 0.7357 -0.4401 0.1866
C 0.2178 -0.0653 -0.0981
C 0.1161 -0.0911 0.1472
C 0.1161 -0.0454 0.0314
C -0.1239 0.0330 -0.0499
C -0.1123 -0.0357 -0.1392
N -0.0792 0.1716 0.6136
H -0.0167 0.0174 0.0116
H 0.0270 0.0023 -0.0218
H -0.0091 -0.0147 -0.0314
H 0.0119 0.0210 0.0293
F 0.0928 0.1155 -0.0009
C 0.0063 -0.0013 0.0017
F 0.0577 -0.1201 -0.0231
F -0.1469 0.0108 -0.0167
C 0.0028 -0.0038 -0.0069
C 0.0159 -0.0438 0.0552
C 0.0243 -0.0546 -0.0005
C 0.0087 -0.0455 0.1309
C -0.0332 0.0805 -0.0010
C -0.0246 0.0464 0.0562
C -0.0577 0.0352 -0.3433
C 0.1428 0.0931 -0.2558
H 0.0014 -0.0016 0.0144
H -0.0052 -0.0077 -0.0319
H -0.0078 -0.0032 -0.0261
H -0.0068 -0.0079 0.0206
Br -0.0062 -0.0097 -0.0227
C -0.0673 0.0078 0.1407
C 0.0222 0.0294 -0.0246
C 0.0340 -0.0106 -0.0731
C 0.1063 -0.0721 -0.0527
N 0.1427 0.2172 0.1061
C -0.0817 0.0125 0.0279
H 0.0101 -0.0207 0.0004
H -0.0117 -0.0261 -0.0023
H -0.0018 0.0197 -0.0068
H 0.0137 -0.0022 -0.0148

The expectation value of S² is 0.765. Its total charge is +1. The max |F| comes out at 0.88 eV/A. As for the energy above the lowest of the compared OMol25 structures with the same formula, charge and spin: 0.0 kcal/mol. Its spin multiplicity is 2.


C4H8O2 as an isolated structure, computed with ωB97M-V/def2-TZVPD.

Last column: natural (NBO) charge in e.
Geometry (Å):
O: 0.0031 1.1361 -1.6357  -0.70
C: -0.1645 -0.0750 -0.9603  0.08
C: 1.0969 -0.7050 -0.3433  -0.49
C: 0.7094 -0.3708 1.0928  -0.49
C: -0.9628 0.1283 0.3629  0.05
O: -1.0746 1.4184 0.8448  -0.71
H: -0.2303 1.8394 -1.0091  0.48
H: -0.6876 -0.7705 -1.6277  0.17
H: 1.2126 -1.7616 -0.6250  0.19
H: 2.0010 -0.1689 -0.6469  0.23
H: -0.5473 -0.7794 1.0922  0.26
H: 0.8095 -1.1418 1.8752  0.20
H: -1.9799 -0.2943 0.3394  0.22
H: -0.1855 1.5452 1.2408  0.51

Atomic forces in eV per Å
O -0.0060 0.1739 0.0825
C -0.0646 -0.3018 0.0697
C 0.1215 0.0265 -0.1802
C 0.1025 -0.2275 0.0504
C -0.2165 -0.0024 -0.2164
O 0.1367 0.0366 0.1096
H 0.0559 -0.0277 -0.1613
H 0.0659 0.1013 0.1002
H -0.0449 0.1661 0.0767
H -0.1149 -0.0767 0.0596
H 0.0383 -0.0181 0.0765
H -0.0491 0.0673 -0.0856
H 0.1347 -0.0090 0.0379
H -0.1597 0.0915 -0.0195

Its total charge is 0. The max |F| comes out at 0.32 eV/A. As for the energy above the lowest of the compared OMol25 structures with the same formula, charge and spin: 129.8 kcal/mol.